Record 1
Density functional theory data (ωB97M-V/def2-TZVPD) for one molecule with the formula C17H21N7O3S2 at a distorted geometry.

Computed properties:
**SMILES string**: CCCc1nc(SCC(=O)Nc2nnc(CC)s2)c2c(=O)n(C)c(=O)n(C)c2n1
**Relative energy (zero: lowest compared OMol25 entry of this formula, charge and spin)**: 97.33 kJ/mol
**Orbital gap**: 9.03 eV
**Maximum force**: 2.79 eV/Å

Each atom is followed by the atoms it is bonded to, with distances in Å.
Element x y z (Å)
1 C -1.52 1.26 4.89  C2 1.499, H30 1.092, H31 1.113, H32 1.109
2 C -1.42 0.13 3.92  C1 1.499, C3 1.503, H33 1.098, H34 1.086
3 C -1.11 0.53 2.50  C2 1.503, C4 1.505, H35 1.100, H36 1.108
4 C -0.82 -0.65 1.62  C3 1.505, N5 1.317, N29 1.295
5 N 0.45 -0.92 1.39  C4 1.317, C6 1.312
6 C 0.78 -1.93 0.62  N5 1.312, S7 1.799, C19 1.379
7 S 2.54 -2.03 0.26  C6 1.799, C8 1.916
8 C 3.39 -0.47 0.99  S7 1.916, C9 1.510, H37 1.098, H38 1.098
9 C 2.77 0.83 0.53  C8 1.510, O10 1.227, N11 1.382
10 O 2.61 1.69 1.38  C9 1.227
11 N 2.52 1.04 -0.82  C9 1.382, C12 1.382, H39 1.011
12 C 2.08 2.21 -1.40  N11 1.382, N13 1.301, S18 1.751
13 N 2.02 2.13 -2.70  C12 1.301, N14 1.371
14 N 1.65 3.33 -3.27  N13 1.371, C15 1.310
15 C 1.38 4.25 -2.38  N14 1.310, C16 1.491, S18 1.747
16 C 0.97 5.63 -2.78  C15 1.491, C17 1.502, H40 1.088, H41 1.113
17 C 2.17 6.49 -3.04  C16 1.502, H42 1.108, H43 1.109, H44 1.079
18 S 1.60 3.75 -0.72  C12 1.751, C15 1.747
19 C -0.20 -2.69 0.02  C6 1.379, C20 1.451, C28 1.387
20 C 0.05 -3.73 -0.96  C19 1.451, O21 1.225, N22 1.371
21 O 1.17 -3.93 -1.41  C20 1.225
22 N -1.00 -4.47 -1.42  C20 1.371, C23 1.487, C24 1.361
23 C -0.70 -5.67 -2.25  N22 1.487, H45 1.066, H46 1.105, H47 1.118
24 C -2.28 -4.12 -1.10  N22 1.361, O25 1.208, N26 1.381
25 O -3.13 -4.83 -1.56  C24 1.208
26 N -2.58 -3.00 -0.36  C24 1.381, C27 1.459, C28 1.407
27 C -3.96 -2.60 -0.11  N26 1.459, H48 1.073, H49 1.090, H50 1.088
28 C -1.51 -2.32 0.27  C19 1.387, N26 1.407, N29 1.311
29 N -1.78 -1.33 1.08  C4 1.295, C28 1.311
30 H -1.69 0.84 5.88  C1 1.092
31 H -2.34 1.96 4.59  C1 1.113
32 H -0.56 1.82 4.81  C1 1.109
33 H -2.38 -0.41 3.88  C2 1.098
34 H -0.64 -0.55 4.27  C2 1.086
35 H -0.23 1.19 2.50  C3 1.100
36 H -1.95 1.12 2.10  C3 1.108
37 H 4.45 -0.50 0.71  C8 1.098
38 H 3.31 -0.47 2.08  C8 1.098
39 H 2.73 0.29 -1.45  N11 1.011
40 H 0.37 6.11 -2.01  C16 1.088
41 H 0.37 5.49 -3.71  C16 1.113
42 H 2.71 6.58 -2.08  C17 1.108
43 H 2.83 6.03 -3.80  C17 1.109
44 H 1.83 7.44 -3.40  C17 1.079
45 H -1.01 -5.53 -3.26  C23 1.066
46 H 0.36 -5.96 -2.26  C23 1.105
47 H -1.26 -6.57 -1.87  C23 1.118
48 H -4.11 -1.58 -0.41  C27 1.073
49 H -4.66 -3.21 -0.68  C27 1.090
50 H -4.26 -2.69 0.93  C27 1.088

=====

Record 2
Density functional theory data (ωB97M-V/def2-TZVPD) for one molecule with the formula C17H21NO2S2 at a distorted geometry.

Computed properties:
**SMILES string**: Cc1ccc(SCCC(=O)NCCSCc2ccco2)cc1
**Relative energy (zero: lowest compared OMol25 entry of this formula, charge and spin)**: 1485.48 kJ/mol
**Orbital gap**: 8.48 eV
**Maximum force**: 18.38 eV/Å

Each atom is followed by the atoms it is bonded to, with distances in Å.
Element x y z (Å)
1 C -1.36 -3.78 0.43  C2 1.466, H23 1.151, H24 1.035, H25 1.141
2 C -1.73 -2.37 0.28  C1 1.466, C3 1.441, C22 1.394
3 C -1.41 -1.38 1.28  C2 1.441, C4 1.305, H26 1.056
4 C -1.94 -0.19 1.23  C3 1.305, C5 1.467, H27 1.149
5 C -2.71 0.12 0.01  C4 1.467, S6 1.896, C21 1.211
6 S -3.23 1.94 0.02  C5 1.896, C7 1.892
7 C -1.81 3.07 0.54  S6 1.892, C8 1.596, H28 1.013, H29 0.930
8 C -0.70 2.66 -0.54  C7 1.596, C9 1.641, H30 0.908, H31 0.939
9 C 0.76 2.46 0.20  C8 1.641, O10 1.429, N11 1.209
10 O 1.53 3.66 0.27  C9 1.429
11 N 0.93 1.55 0.97  C9 1.209, C12 1.608, H32 1.080
12 C 2.14 1.25 1.99  N11 1.608, C13 1.391, H33 1.058, H34 1.102
13 C 2.94 0.18 1.57  C12 1.391, S14 1.811, H35 1.306, H36 1.110
14 S 1.95 -1.32 1.34  C13 1.811, C15 1.572
15 C 2.16 -1.74 -0.15  S14 1.572, C16 1.524, H37 1.251, H38 1.213
16 C 1.77 -0.74 -1.23  C15 1.524, C17 1.365, O20 1.191
17 C 0.50 -0.66 -1.73  C16 1.365, C18 1.785, H39 1.043
18 C 0.67 0.58 -2.99  C17 1.785, C19 1.443, H40 0.906
19 C 2.02 0.91 -2.60  C18 1.443, O20 1.442, H41 1.171
20 O 2.63 -0.06 -1.71  C16 1.191, C19 1.442
21 C -3.12 -0.68 -0.79  C5 1.211, C22 1.421, H42 1.233
22 C -2.74 -2.04 -0.61  C2 1.394, C21 1.421, H43 1.225
23 H -2.09 -4.48 0.98  C1 1.151
24 H -0.64 -3.79 1.17  C1 1.035
25 H -1.33 -4.22 -0.62  C1 1.141
26 H -1.10 -1.68 2.24  C3 1.056
27 H -1.79 0.55 2.10  C4 1.149
28 H -1.48 2.59 1.37  C7 1.013
29 H -2.02 3.94 0.77  C7 0.930
30 H -0.61 3.22 -1.25  C8 0.908
31 H -0.66 1.77 -0.81  C8 0.939
32 H 0.25 0.74 1.18  N11 1.080
33 H 1.82 1.30 3.00  C12 1.058
34 H 2.66 2.21 1.85  C12 1.102
35 H 3.47 0.51 0.43  C13 1.306
36 H 3.77 0.13 2.31  C13 1.110
37 H 3.36 -1.88 -0.47  C15 1.251
38 H 1.72 -2.80 -0.53  C15 1.213
39 H -0.26 -1.38 -1.69  C17 1.043
40 H -0.17 0.78 -3.28  C18 0.906
41 H 2.49 1.88 -3.05  C19 1.171
42 H -3.71 -0.22 -1.78  C21 1.233
43 H -2.94 -2.57 -1.70  C22 1.225

=====

HOMO level per entry: -0.3322; -0.2980 Ha